The following is a DFT calculation (the ωB97M-V functional and the def2-TZVPD basis) of a single C4H5NOS molecule in a non-equilibrium geometry.

```
12
Properties=species:S:1:pos:R:3:forces:R:3
C 1.442562 0.133711 1.000099 0.3 -0.3 0.7
C 1.100421 0.187159 -0.279372 -0.3 -0.4 0.4
C 0.418867 -0.932893 -0.968621 0.4 -0.7 -0.9
N -0.681702 -1.540042 -0.740102 0.2 0.4 0.2
S -1.726589 -0.967189 0.502065 0.1 0.2 -0.2
C -1.965887 0.734831 0.091394 -0.2 -0.1 0.3
O -1.426181 1.333828 -0.796271 -0.1 0.0 0.1
H 1.240449 -0.746725 1.641891 0.0 0.6 -0.6
H 1.991196 0.952987 1.481611 -0.3 -0.3 -0.3
H 1.349859 1.044829 -0.875430 0.0 0.2 -0.3
H 0.984872 -1.377032 -1.839810 -0.5 0.5 0.8
H -2.727862 1.176539 0.782544 0.3 -0.1 -0.3
```
Forces are in eV/Å.

Calculated values
- Kohn-Sham gap (eV) = 9.5
- spin multiplicity = 1
- energy (eV) = -18599.863
- F_max (eV/A) = 1.19
- structure (SMILES) = C=C/C=N\SC=O
- energy relative to the best compared isomer or geometry (same formula, charge and spin) (eV) = 2.0556

The following is a DFT calculation (the ωB97M-V functional and the def2-TZVPD basis) of a molecular structure, C41H62FN6NbO4PS in a non-equilibrium geometry.

```
117
Properties=species:S:1:pos:R:3:forces:R:3
C 6.691879 -0.008056 1.540963 -0.6 0.2 0.3
C 5.271752 -0.594149 1.092508 0.4 0.4 -1.0
C 5.349924 -1.610594 -0.157957 1.0 0.2 0.9
C 4.780392 -3.043726 0.156513 0.1 0.4 0.6
C 3.216372 -3.132258 0.234870 -0.5 -0.7 -0.5
C 2.493574 -2.848431 -1.167585 0.7 1.1 1.4
C 2.234347 -1.267699 -1.280238 0.6 -0.8 -1.2
C 0.754463 -0.876974 -1.653714 0.2 0.3 -0.2
Nb -0.534038 -0.052957 0.007745 2.0 0.1 3.4
N -0.020868 -1.728532 1.207376 -1.2 0.5 -2.2
C -1.100643 1.675939 -1.385202 0.4 -1.4 -0.9
O -2.427705 2.160164 -0.964969 -0.1 2.4 -0.7
C -2.371563 3.423182 -0.425084 0.0 -0.8 0.1
C -3.462830 4.420434 -0.931601 -0.7 -0.7 0.2
O -1.532805 3.686672 0.409096 -0.7 0.7 -0.5
C 1.167266 1.085168 0.992448 0.7 0.4 -0.6
C 1.873956 2.191336 0.159311 -0.1 1.5 1.7
C 3.178421 2.741444 0.894813 -0.2 -0.9 0.0
F 2.169075 1.860202 -1.192803 0.0 -0.2 0.9
O -1.816658 0.785708 1.423579 0.2 -2.0 0.4
C -2.150327 0.042303 2.500965 -1.8 -0.4 0.9
O -1.453688 -0.245196 3.449565 0.3 0.4 -0.9
C -3.662751 -0.393268 2.607318 -1.2 1.0 -0.9
C -4.094861 -1.722536 2.993951 -2.0 1.6 -0.3
C -5.547763 -1.950090 3.072075 0.4 1.9 -0.4
C -6.507123 -0.872746 2.799274 1.7 0.5 -0.4
C -6.059946 0.458274 2.400996 1.8 -1.6 0.5
C -4.622109 0.682475 2.295521 -1.0 -1.9 0.6
P -2.524014 -1.336885 -1.120110 0.1 0.5 -1.1
S -3.132240 -2.912083 -0.111637 -0.4 -0.9 0.6
H 7.455309 -0.803387 1.746065 -0.7 0.6 -0.3
H 7.118024 0.725251 0.798494 -0.5 -1.0 0.5
H 6.559675 0.591172 2.489910 0.1 -0.7 -0.9
H 4.728312 -1.060467 1.956983 0.6 0.4 -0.7
H 4.671523 0.282804 0.732925 0.3 -0.8 0.6
H 6.456252 -1.733714 -0.369764 -1.1 0.1 0.1
H 4.916804 -1.136960 -1.073787 0.2 -0.5 0.8
H 5.178736 -3.324751 1.177991 -0.3 0.2 -1.0
H 5.247853 -3.763895 -0.566243 -0.7 0.4 0.4
H 2.855351 -2.426385 1.038893 0.3 -0.6 -0.9
H 2.871055 -4.153712 0.572006 0.7 0.9 -0.2
H 3.234951 -3.160044 -1.950276 -1.0 0.0 0.4
H 1.529883 -3.417536 -1.237512 0.9 0.4 -0.1
H 2.901261 -0.919539 -2.126366 -0.7 -0.1 0.9
H 2.653022 -0.808715 -0.354388 -0.6 -0.1 -0.7
H 0.805487 -0.090024 -2.464555 -0.2 -0.8 0.8
H 0.230844 -1.774117 -2.083347 0.5 0.7 0.2
H -0.839864 -2.260813 1.524080 0.3 0.1 0.3
H 0.548099 -2.404416 0.685968 0.0 0.1 0.4
H -0.341592 2.486011 -1.491127 -0.7 -0.4 0.3
H -1.249700 1.232030 -2.413744 -0.1 0.6 0.8
H -3.071617 5.453954 -1.088799 -0.1 -1.0 0.2
H -4.284172 4.486747 -0.159676 0.9 -0.1 -0.7
H -3.958323 4.040425 -1.867214 0.7 0.4 0.9
H 1.879410 0.296192 1.384115 -0.5 0.8 -0.6
H 0.760229 1.583798 1.921696 0.2 -0.4 -1.0
H 1.169676 3.073152 0.123396 0.5 -1.0 -0.3
H 3.479985 1.978027 1.659368 -0.1 0.7 -0.7
H 4.033437 2.861488 0.182044 -0.8 0.2 0.6
H 2.955293 3.682513 1.467979 0.2 -0.8 -0.8
H -3.360885 -2.535258 3.208966 -0.8 0.9 -0.3
H -5.988394 -2.935807 3.347888 0.7 0.8 -0.3
H -7.609654 -1.041632 2.856023 1.1 -0.1 0.0
H -6.782508 1.285776 2.185618 0.8 -1.0 0.2
H -4.253806 1.683302 1.979785 -0.1 -1.0 0.3
H -3.593513 -0.428573 -1.430321 0.3 -0.5 -0.2
H -2.058674 -1.814194 -2.399580 -0.5 0.6 0.2
N 4.474308 -7.804891 2.262389 0.0 0.0 0.0
C 3.779403 -8.067919 3.412491 0.0 -0.1 0.0
C 3.469820 -6.869315 4.001961 0.0 -0.1 0.0
C 3.992888 -5.843016 3.173459 0.1 0.1 -0.1
C 4.603985 -6.450585 2.107587 0.1 0.0 0.0
H 4.832667 -8.497960 1.629623 -0.1 0.1 0.0
H 3.567473 -9.082063 3.710916 0.0 0.1 0.0
H 2.926588 -6.742725 4.925192 0.0 0.0 -0.1
H 3.927455 -4.779039 3.340011 0.0 -0.1 0.0
H 5.119517 -6.038086 1.254877 -0.1 0.0 0.1
N -3.303334 5.709807 2.538827 -0.1 0.0 0.0
C -3.995200 5.459125 3.691301 0.0 -0.1 0.0
C -4.370803 6.663677 4.230650 -0.1 -0.1 0.1
C -3.890946 7.680130 3.365914 0.0 0.1 -0.1
C -3.239065 7.059631 2.330117 0.0 -0.1 -0.1
H -2.902267 5.007863 1.935134 0.2 0.0 0.1
H -4.158986 4.447926 4.028382 0.0 0.1 0.0
H -4.928964 6.799168 5.143922 0.0 0.0 0.0
H -4.010155 8.745529 3.488328 0.0 -0.1 0.0
H -2.735293 7.461499 1.465631 0.0 0.0 0.1
N 9.422337 -1.510795 -1.102745 0.0 0.1 0.0
C 10.450283 -0.909265 -0.429693 0.1 -0.1 0.1
C 10.610920 0.353303 -0.940437 0.1 -0.1 0.1
C 9.638226 0.523172 -1.958902 -0.1 0.0 -0.1
C 8.919218 -0.640900 -2.032330 -0.1 -0.1 -0.1
H 9.088022 -2.444129 -0.937934 0.0 0.1 0.0
H 10.978117 -1.430721 0.352556 0.0 0.1 0.0
H 11.344027 1.075590 -0.617076 0.0 0.0 0.0
H 9.482064 1.400316 -2.566989 0.0 -0.1 0.0
H 8.094079 -0.925643 -2.665255 0.0 0.0 0.0
N -4.781886 3.402599 -4.721923 -0.1 0.0 -0.1
C -5.969349 4.007666 -4.408023 0.1 0.0 0.1
C -6.657504 4.218647 -5.575111 -0.1 0.1 0.1
C -5.857627 3.717082 -6.633390 0.1 -0.1 -0.1
C -4.708979 3.217995 -6.075550 0.1 0.0 0.0
H -4.072780 3.134435 -4.060449 -0.1 -0.1 -0.1
H -6.220014 4.236084 -3.384496 0.0 0.0 -0.1
H -7.628561 4.680904 -5.659420 0.0 0.0 0.0
H -6.097510 3.720884 -7.685187 0.0 0.0 0.1
H -3.847579 2.749462 -6.523495 -0.1 0.0 0.0
N -6.039140 -2.524884 -1.684713 -0.3 0.0 0.0
C -7.203157 -1.893928 -1.350185 0.1 0.0 0.0
C -7.895775 -1.636197 -2.508656 -0.1 0.0 0.1
C -7.118026 -2.137923 -3.582295 0.1 -0.1 -0.1
C -5.979356 -2.682689 -3.039584 0.0 0.0 0.1
H -5.327276 -2.830177 -1.027575 0.2 0.1 -0.1
H -7.438336 -1.680866 -0.319233 0.0 0.0 -0.1
H -8.853683 -1.143394 -2.575673 0.0 0.0 0.0
H -7.363539 -2.104639 -4.632767 0.0 0.0 0.0
H -5.133531 -3.166585 -3.501671 0.0 0.0 0.0
```
Forces are in eV/Å.

Calculated values
- Kohn-Sham gap (eV) = 6.7
- spin multiplicity = 1
- energy (eV) = -85042.443
- F_max (eV/A) = 3.93
- total charge = -1